No. 1
Entry from OMol25: a single C8H14 molecule in a non-equilibrium geometry (wB97M-V/def2-TZVPD).

Its relative energy (zero: lowest compared OMol25 entry of this formula, charge and spin) is 25.2 kcal per mole. As for the charge: 0. The calculation puts the molar mass at 110.2 Da. As for the SMILES: C/C=C/C=C/CCC. As for the LUMO energy: 1.2314 eV.

Last column: Mulliken charge in e.
Cartesian coordinates (Å):
C1 0.69 -0.35 4.34  -1.171
C2 -0.08 0.12 3.15  -0.060
C3 0.37 0.11 1.89  -0.259
C4 -0.44 0.52 0.74  -0.266
C5 -0.02 0.40 -0.50  -0.311
C6 -0.81 0.70 -1.73  -0.546
C7 -0.74 -0.44 -2.77  -0.519
C8 0.55 -0.43 -3.59  -1.128
H1 1.34 0.44 4.72  0.271
H2 1.32 -1.21 4.12  0.315
H3 0.03 -0.58 5.17  0.335
H4 -1.09 0.49 3.26  0.332
H5 1.40 -0.15 1.69  0.272
H6 -1.39 0.97 1.02  0.287
H7 0.97 -0.01 -0.69  0.222
H8 -1.87 0.77 -1.48  0.279
H9 -0.60 1.64 -2.24  0.358
H10 -1.57 -0.34 -3.46  0.342
H11 -0.79 -1.36 -2.19  0.305
H12 0.84 0.57 -3.89  0.306
H13 0.49 -1.05 -4.49  0.340
H14 1.42 -0.81 -3.05  0.295


No. 2
Entry from OMol25: a molecular structure, C3H7NO6 in a non-equilibrium geometry (wB97M-V/def2-TZVPD).

Its relative energy (zero: lowest compared OMol25 entry of this formula, charge and spin) is 141.6 kcal per mole. As for the charge: 0. The calculation puts the molar mass at 153.1 Da. As for the LUMO energy: 0.0154 eV.

Last column: Mulliken charge in e.
Cartesian coordinates (Å):
C1 -0.28 1.04 -0.37  -0.850
C2 -1.30 0.22 0.36  0.261
C3 1.25 -1.15 0.05  0.618
N1 0.94 0.42 -0.26  0.784
O1 1.38 0.91 1.34  -0.532
O2 1.65 0.77 -1.28  -0.664
O3 -2.34 1.17 0.36  -0.539
O4 -1.52 -0.85 -0.50  -0.490
O5 1.43 -1.58 1.17  -0.594
O6 1.62 -1.84 -0.89  -0.376
H1 -0.53 1.23 -1.49  0.343
H2 -0.07 2.09 -0.11  0.303
H3 -1.12 -0.27 1.31  0.334
H4 -3.19 0.67 0.42  0.328
H5 -1.39 -0.38 -1.33  0.387
H6 1.36 0.19 1.94  0.295
H7 2.11 -2.64 -0.73  0.391


No. 3
Entry from OMol25: a molecular structure, C69H68AlN7OP2S (wB97M-V/def2-TZVPD).

As for the charge: +2. The calculation puts the molar mass at 1132.3 Da. As for the LUMO energy: -4.6300 eV.

Last column: Mulliken charge in e.
Cartesian coordinates (Å):
Al1 0.00 -0.71 0.27  -0.617
O1 0.11 0.79 -0.70  0.650
S1 0.15 1.47 -2.05  0.964
C1 -0.05 3.27 -1.75  -0.290
C2 0.99 4.14 -2.04  0.263
C3 0.74 5.49 -2.22  -1.002
C4 -0.55 5.97 -2.15  -1.075
C5 -1.58 5.12 -1.76  -0.216
C6 -1.36 3.77 -1.51  -0.650
P1 -2.68 2.72 -0.75  1.319
C7 -4.14 3.16 -1.78  0.990
C8 -4.03 3.66 -3.07  -0.584
C9 -5.16 3.86 -3.86  -0.872
C10 -6.41 3.52 -3.37  -0.581
C11 -6.53 2.99 -2.10  -0.724
C12 -5.41 2.80 -1.31  -0.851
C13 -3.11 3.59 0.82  1.100
C14 -3.87 2.80 1.69  -0.577
C15 -4.43 3.34 2.84  -0.903
C16 -4.21 4.68 3.15  -0.825
C17 -3.42 5.45 2.32  -0.734
C18 -2.86 4.91 1.17  -0.795
C19 1.83 1.40 -2.72  0.011
C20 1.80 2.03 -3.97  -0.859
C21 2.92 2.08 -4.77  -1.245
C22 4.08 1.44 -4.35  -0.951
C23 4.08 0.76 -3.14  -0.741
C24 2.97 0.71 -2.29  0.080
P2 3.27 -0.20 -0.68  1.506
C25 3.99 1.10 0.36  0.669
C26 4.20 0.79 1.71  -0.366
C27 4.91 1.66 2.53  -0.901
C28 5.41 2.84 2.01  -0.780
C29 5.19 3.17 0.68  -0.998
C30 4.49 2.30 -0.14  -0.313
C31 4.72 -1.25 -1.06  -0.182
C32 6.01 -0.75 -0.83  -0.369
C33 7.12 -1.52 -1.16  -0.821
C34 6.97 -2.78 -1.70  -0.817
C35 5.69 -3.30 -1.89  -1.050
C36 4.58 -2.54 -1.58  0.265
H1 2.00 3.77 -2.15  0.475
H2 1.57 6.16 -2.45  0.502
H3 -0.76 7.01 -2.37  0.451
H4 -2.59 5.51 -1.69  0.765
H5 -3.05 3.91 -3.48  0.379
H6 -5.06 4.28 -4.85  0.429
H7 -7.29 3.68 -3.98  0.409
H8 -7.51 2.72 -1.71  0.444
H9 -5.52 2.39 -0.32  0.301
H10 -4.04 1.76 1.44  0.354
H11 -5.05 2.73 3.48  0.510
H12 -4.66 5.11 4.03  0.416
H13 -3.24 6.50 2.56  0.465
H14 -2.24 5.54 0.55  0.457
H15 0.89 2.50 -4.30  0.757
H16 2.89 2.59 -5.72  0.487
H17 4.97 1.45 -4.96  0.512
H18 4.98 0.24 -2.85  0.651
H19 3.80 -0.13 2.11  0.272
H20 5.08 1.40 3.56  0.488
H21 5.99 3.51 2.65  0.403
H22 5.58 4.10 0.28  0.465
H23 4.35 2.57 -1.18  0.351
H24 6.16 0.23 -0.41  0.494
H25 8.11 -1.11 -0.98  0.469
H26 7.84 -3.37 -1.98  0.411
H27 5.56 -4.30 -2.29  0.535
H28 3.60 -2.95 -1.75  0.481
C37 -0.52 1.43 5.22  -1.340
N1 -1.15 0.91 4.01  0.877
C38 -2.42 0.25 4.24  -0.906
C39 -0.48 0.92 2.83  0.483
N2 -0.43 -0.15 2.02  0.802
C40 -0.84 -1.40 2.61  -1.238
C41 -0.21 -1.89 3.73  0.204
C42 -0.80 -2.93 4.48  -1.418
C43 -2.07 -3.35 4.18  -1.065
C44 -2.74 -2.87 3.02  1.220
C45 -4.09 -3.17 2.75  -1.194
C46 -4.69 -2.67 1.62  -1.269
C47 -3.91 -2.04 0.63  -0.908
C48 -2.56 -1.82 0.82  0.013
N3 -1.72 -1.51 -0.31  0.949
C49 -2.01 -2.30 -1.39  -1.225
N4 -2.28 -3.61 -1.24  0.695
C50 -3.36 -4.26 -1.97  -1.262
C51 -1.72 -4.40 -0.17  -1.285
N5 -1.99 -1.86 -2.65  1.464
C52 -2.55 -0.58 -3.04  -0.957
C53 -1.70 -2.74 -3.78  -1.331
C54 -2.02 -2.03 2.13  1.236
N6 0.13 2.07 2.52  0.909
C55 1.31 2.16 1.68  0.031
C56 -0.33 3.35 3.04  -1.365
H29 -1.06 2.29 5.61  0.353
H30 0.51 1.71 5.02  0.354
H31 -0.53 0.64 5.97  0.417
H32 -2.31 -0.67 4.82  0.203
H33 -2.92 0.02 3.30  0.122
H34 -3.06 0.93 4.81  0.509
H35 0.72 -1.44 4.06  0.502
H36 -0.27 -3.34 5.32  0.477
H37 -2.60 -4.04 4.83  0.501
H38 -4.65 -3.77 3.46  0.508
H39 -5.75 -2.82 1.45  0.419
H40 -4.36 -1.78 -0.32  0.584
H41 -3.88 -3.55 -2.62  0.432
H42 -4.09 -4.63 -1.24  0.379
H43 -3.01 -5.10 -2.56  0.303
H44 -0.87 -3.88 0.25  -0.333
H45 -1.39 -5.36 -0.57  0.671
H46 -2.45 -4.59 0.63  0.222
H47 -2.64 0.06 -2.17  -0.152
H48 -3.54 -0.72 -3.47  0.346
H49 -1.92 -0.10 -3.79  0.356
H50 -1.14 -3.61 -3.44  0.400
H51 -1.08 -2.19 -4.49  0.322
H52 -2.60 -3.06 -4.30  0.410
H53 1.65 1.17 1.41  -1.017
H54 1.09 2.73 0.77  -0.259
H55 2.10 2.68 2.22  0.956
H56 -1.33 3.26 3.43  0.298
H57 -0.34 4.07 2.22  0.417
H58 0.34 3.73 3.82  0.307
N7 2.01 -0.79 0.09  0.558
C57 1.40 -2.17 0.14  1.669
C58 1.95 -3.00 1.28  0.062
C59 3.25 -2.83 1.75  -0.162
C60 3.77 -3.63 2.76  -1.126
C61 2.99 -4.63 3.33  -1.260
C62 1.69 -4.80 2.89  -1.061
C63 1.17 -3.98 1.89  0.391
C64 1.38 -2.90 -1.18  0.094
C65 1.46 -4.29 -1.27  0.264
C66 1.56 -4.93 -2.49  -1.388
C67 1.59 -4.20 -3.68  -1.262
C68 1.44 -2.83 -3.62  -1.586
C69 1.30 -2.20 -2.39  2.045
H59 3.89 -2.08 1.31  0.485
H60 4.79 -3.49 3.08  0.513
H61 3.40 -5.27 4.10  0.419
H62 1.06 -5.57 3.32  0.526
H63 0.14 -4.12 1.59  0.648
H64 1.50 -4.88 -0.36  0.440
H65 1.66 -6.01 -2.52  0.547
H66 1.72 -4.71 -4.63  0.450
H67 1.44 -2.24 -4.53  0.581
H68 1.14 -1.13 -2.37  -0.240


No. 4
Entry from OMol25: 8 unconnected molecules or ions with the total composition C39H81F6O22 in a non-equilibrium geometry (wB97M-V/def2-TZVPD).

Its relative energy (zero: lowest compared OMol25 entry of this formula, charge and spin) is 84.1 kcal per mole. As for the charge: -1. The calculation puts the molar mass at 1016.0 Da. As for the LUMO energy: 2.4764 eV.

Last column: Mulliken charge in e.
Cartesian coordinates (Å):
O1 -0.07 1.31 1.36  0.961
C1 -0.43 0.42 0.40  0.032
O2 -0.95 0.89 -0.61  -0.932
O3 -0.21 -0.81 0.43  -0.670
H1 -0.39 2.08 0.89  -0.451
C2 4.97 0.66 5.46  -1.013
O4 4.21 0.87 4.29  -0.110
C3 2.85 0.43 4.44  -0.857
C4 2.27 0.14 3.07  1.140
O5 2.72 -1.10 2.51  -0.415
C5 4.11 -1.14 2.07  -0.181
C6 4.46 -2.37 1.19  -0.523
O6 3.94 -3.52 1.85  -0.305
C7 4.33 -4.75 1.13  -0.759
H2 6.03 0.77 5.22  0.268
H3 4.89 -0.36 5.84  0.350
H4 4.79 1.38 6.26  0.334
H5 2.24 1.24 4.84  0.367
H6 2.73 -0.45 5.08  0.527
H7 2.49 0.89 2.31  -0.427
H8 1.18 0.11 3.13  -0.279
H9 4.73 -1.19 2.97  0.436
H10 4.47 -0.22 1.61  0.052
H11 5.52 -2.61 1.06  0.382
H12 4.06 -2.30 0.18  0.264
H13 4.10 -4.62 0.07  0.287
H14 3.73 -5.62 1.40  0.168
H15 5.38 -5.04 1.12  0.334
C8 -2.52 -1.60 3.06  -0.108
O7 -2.16 -2.86 2.57  0.037
C9 -2.68 -3.94 3.35  -0.648
C10 -2.55 -5.33 2.75  -0.711
O8 -1.15 -5.73 2.78  -0.134
C11 -0.84 -7.01 2.55  -0.587
C12 0.73 -7.13 2.41  -0.761
O9 1.44 -6.36 1.39  -0.140
C13 1.37 -6.94 0.06  -0.950
H16 -2.26 -1.47 4.12  0.195
H17 -3.59 -1.56 2.87  0.350
H18 -2.08 -0.78 2.48  -0.458
H19 -3.73 -3.80 3.62  0.453
H20 -2.08 -3.92 4.26  0.311
H21 -2.97 -5.18 1.76  0.271
H22 -3.07 -6.11 3.32  0.438
H23 -1.29 -7.34 1.61  0.331
H24 -1.24 -7.62 3.36  0.378
H25 0.91 -8.19 2.21  0.446
H26 1.17 -6.95 3.39  0.320
H27 0.41 -6.92 -0.45  0.327
H28 1.66 -7.99 -0.03  0.400
H29 2.00 -6.40 -0.65  0.271
C14 2.68 4.49 -3.11  -0.718
O10 1.21 4.22 -2.99  -0.413
C15 0.72 4.55 -1.66  0.237
C16 -0.75 4.20 -1.59  0.165
O11 -1.21 4.33 -0.27  -0.328
C17 -2.60 4.08 -0.11  0.509
C18 -3.39 5.36 0.06  -0.772
O12 -3.37 6.26 -1.04  -0.350
C19 -4.04 5.91 -2.24  -0.382
H30 2.99 4.20 -4.12  0.296
H31 3.24 4.00 -2.31  0.110
H32 2.86 5.55 -2.99  0.387
H33 0.89 5.62 -1.48  0.539
H34 1.18 3.93 -0.89  -0.506
H35 -0.80 3.16 -1.90  -0.189
H36 -1.37 4.84 -2.22  0.264
H37 -2.64 3.50 0.82  0.090
H38 -3.15 3.52 -0.86  -0.343
H39 -3.02 5.79 0.98  0.340
H40 -4.42 5.11 0.30  0.437
H41 -5.08 5.83 -1.93  0.340
H42 -3.73 4.94 -2.61  0.033
H43 -4.03 6.62 -3.07  0.239
C20 -3.74 1.78 -3.12  -0.958
O13 -2.88 0.78 -3.64  -0.108
C21 -2.41 1.02 -4.97  -0.423
C22 -0.89 1.16 -5.04  -0.970
O14 -0.01 0.34 -4.26  -0.008
C23 1.35 0.81 -4.35  -0.112
C24 2.27 -0.27 -3.71  -0.670
O15 1.82 -0.45 -2.33  -0.356
C25 2.46 0.35 -1.35  0.245
H44 -3.71 1.64 -2.04  0.077
H45 -4.79 1.75 -3.39  0.247
H46 -3.31 2.76 -3.33  0.484
H47 -2.82 1.89 -5.48  0.323
H48 -2.53 0.15 -5.62  0.139
H49 -0.69 2.23 -5.05  0.508
H50 -0.71 0.80 -6.05  0.415
H51 1.43 1.76 -3.82  -0.197
H52 1.65 1.02 -5.37  0.477
H53 3.31 0.06 -3.72  0.363
H54 2.12 -1.17 -4.31  0.363
H55 1.98 1.33 -1.36  -0.287
H56 3.50 0.49 -1.65  0.395
H57 2.45 -0.20 -0.41  -0.212
C26 -4.04 -1.21 0.09  -0.559
O16 -4.17 -1.04 -1.29  0.043
C27 -5.13 -1.89 -1.87  -0.697
C28 -5.14 -1.82 -3.41  -0.468
O17 -4.00 -2.46 -3.88  -0.144
C29 -4.10 -2.75 -5.24  -0.631
C30 -2.73 -3.13 -5.67  -0.804
O18 -1.74 -2.09 -5.44  0.077
C31 -0.52 -2.20 -6.13  -0.604
H58 -3.28 -0.50 0.42  -0.221
H59 -3.80 -2.22 0.42  0.300
H60 -5.02 -1.08 0.55  0.450
H61 -6.13 -1.73 -1.48  0.368
H62 -4.71 -2.86 -1.59  0.293
H63 -5.15 -0.79 -3.75  0.095
H64 -6.09 -2.19 -3.82  0.516
H65 -4.52 -2.00 -5.92  0.347
H66 -4.64 -3.69 -5.36  0.407
H67 -2.64 -3.46 -6.70  0.513
H68 -2.40 -3.98 -5.08  0.317
H69 -0.68 -1.92 -7.17  0.372
H70 -0.11 -3.21 -6.22  0.437
H71 0.19 -1.51 -5.68  -0.253
C32 -1.43 3.33 4.15  -1.376
C33 -1.17 1.86 4.03  1.564
O19 -1.60 1.11 5.13  -0.367
C34 -0.89 1.07 6.23  0.458
O20 0.16 1.72 6.39  -0.574
C35 -1.40 0.12 7.30  0.769
F1 -0.35 -0.50 8.00  -0.270
F2 -2.10 0.83 8.15  -0.241
F3 -2.17 -0.88 6.80  -0.220
H72 -2.48 3.65 4.20  0.329
H73 -1.05 3.75 3.22  0.313
H74 -0.88 3.78 4.97  0.420
H75 -0.16 1.69 3.66  -0.828
H76 -1.82 1.44 3.26  0.088
C36 3.59 3.55 2.26  -1.621
C37 3.38 3.27 0.77  0.992
O21 4.49 2.57 0.22  -0.120
C38 5.57 3.14 -0.35  0.402
O22 5.63 4.36 -0.41  -0.577
C39 6.49 2.21 -1.12  0.858
F4 6.05 0.96 -1.10  -0.179
F5 6.53 2.61 -2.42  -0.280
F6 7.73 2.32 -0.61  -0.273
H77 4.37 2.97 2.76  0.308
H78 2.68 3.46 2.85  0.275
H79 3.88 4.60 2.34  0.486
H80 3.32 4.18 0.19  0.721
H81 2.53 2.60 0.61  -0.941


What is the formula in the third record?
C69H68AlN7OP2S